The following is a quantum chemistry calculation of a structure of composition C3H3ClNO at a distorted geometry, from the OMol25 dataset.

Geometry as XYZ:
```
9
Properties=species:S:1:pos:R:3
C -0.31214 0.05133 -0.95113
C 0.27364 1.10023 -0.24318
C -0.34764 -0.77440 0.21140
N 0.46534 0.37275 0.86381
O 0.91833 0.43871 1.93226
Cl 0.52530 -2.17492 -0.08132
H -0.54165 -0.04255 -2.00101
H 0.69717 2.06709 -0.73117
H -1.67835 -1.03824 1.00033
```

energy above the lowest of the compared OMol25 structures with the same formula, charge and spin	91.80	kcal per mole
net charge	+1
HOMO	-16.10	eV
spin multiplicity	1

Here are the Mulliken charges for atoms 1 to 2, given in e: number 1, C, carries -0.268; number 2, C, carries -0.110